(1)
Formula: C23H48AlNO2P3
Source: the Open Molecules 2025 dataset
Level of theory: wB97M-V/def2-TZVPD

The geometry in XYZ format:
```
78
Properties=species:S:1:pos:R:3:forces:R:3:lowdin_charge:R:1
Al -1.13766 3.21292 0.11185 -1.00 -3.70 -2.97 0.53
P -1.42291 -2.26970 0.04994 -1.16 -0.41 0.45 0.76
P 1.31483 -1.70755 1.37114 0.51 -0.49 0.36 0.89
P 1.65525 -2.43013 -1.18490 3.51 -0.46 -0.10 0.88
H -1.11605 5.05348 -0.71989 -0.02 1.68 -1.36 0.04
C -0.83770 4.25097 -1.39171 -0.86 -0.79 -0.44 -0.12
C -2.00581 3.18493 -1.70349 1.03 1.01 1.29 -0.17
H -2.97871 3.59757 -1.48850 -0.59 0.70 -0.21 0.03
C -2.84932 -1.56857 0.95371 0.06 0.28 0.18 -0.27
C -1.51572 -4.00245 0.67347 0.20 0.29 -0.03 -0.26
C -2.25768 -2.52556 -1.56370 0.17 0.29 -0.45 -0.25
C 2.54865 -0.37291 1.61255 -0.05 0.40 -0.72 -0.19
C 0.12371 -1.26231 2.69906 -0.70 0.19 -0.41 -0.25
C 2.17804 -3.10247 2.21104 -0.16 -0.46 -0.62 -0.19
C 0.97411 -2.63697 -2.89654 -0.99 -0.78 -0.33 -0.17
C 2.44913 -4.06830 -0.98859 -0.29 0.12 0.64 -0.21
C 3.10772 -1.36814 -1.55719 -0.01 0.13 0.35 -0.22
H -0.08703 4.28353 -2.16946 0.38 0.72 0.61 0.07
H -1.98251 2.87700 -2.75333 0.20 -0.36 0.60 0.05
H -2.97636 -0.51257 0.67997 -0.11 -0.34 -0.01 0.03
H -2.69269 -1.64761 2.03628 -0.15 -0.01 -0.17 0.04
H -3.73184 -2.15143 0.66155 0.08 0.26 0.27 0.06
H -1.28083 -4.03103 1.74510 -0.10 -0.19 -0.22 0.04
H -0.80473 -4.63211 0.12127 -0.26 -0.03 0.19 0.04
H -2.54342 -4.35057 0.50153 0.34 -0.15 0.13 0.07
H -2.13363 -1.62685 -2.18072 -0.20 -0.32 0.10 0.04
H -3.32694 -2.70172 -1.38786 0.30 -0.08 -0.06 0.07
H -1.82717 -3.38984 -2.08402 -0.16 0.16 0.06 0.06
H 3.18387 -0.69087 2.44697 -0.17 0.05 -0.12 0.08
H 2.06414 0.57514 1.87636 0.16 -0.35 -0.23 0.03
H 3.17730 -0.23008 0.72807 -0.07 0.07 0.31 0.04
H -0.53113 -2.11637 2.94128 0.26 0.41 -0.15 0.06
H -0.48154 -0.38328 2.42031 0.26 -0.68 0.08 0.01
H 0.72859 -1.00516 3.58548 0.02 -0.20 -0.33 0.09
H 3.23356 -2.83589 2.34743 -0.25 -0.16 -0.16 0.07
H 2.10692 -4.02940 1.63184 0.05 0.11 0.34 0.04
H 1.71357 -3.25427 3.19368 0.07 0.02 -0.28 0.08
H 1.14338 -3.65452 -3.22454 0.19 -0.39 0.40 0.08
H 1.49026 -1.93977 -3.57102 -0.22 -0.18 0.40 0.09
H -0.10045 -2.43185 -2.93223 0.49 -0.79 -0.64 0.04
H 2.69734 -4.42260 -1.99753 0.00 0.07 0.35 0.08
H 1.74312 -4.76073 -0.51162 0.31 -0.08 -0.19 0.06
H 3.35889 -3.95843 -0.38598 -0.25 -0.20 -0.10 0.07
H 3.42685 -1.59680 -2.58120 0.00 0.03 0.24 0.08
H 3.91953 -1.61218 -0.86193 -0.10 0.08 -0.17 0.06
H 2.88232 -0.29663 -1.49136 -0.01 -0.26 -0.14 0.04
C 0.30016 0.62025 -3.35835 -0.22 -0.89 0.28 -0.18
C 1.40845 1.53402 -3.33396 -0.53 -1.51 -0.37 -0.02
C 1.89747 1.79770 -4.65915 -0.45 0.35 0.84 -0.06
C 1.21391 1.32534 -5.77995 0.54 -0.03 -0.24 -0.06
C 0.01853 0.61270 -5.69044 -0.55 0.94 -0.05 -0.04
C -0.53657 0.43599 -4.46149 0.44 -0.11 0.27 -0.04
O -0.13852 -0.62518 -2.69731 0.04 3.11 2.06 -0.19
H 0.24699 -1.12688 -1.94943 -0.13 2.25 0.17 -0.04
H 1.83536 2.00150 -2.41760 -0.06 -0.89 -0.81 0.11
H 2.84556 2.35187 -4.79147 -0.87 -0.12 0.16 0.13
H 1.59038 1.54791 -6.76767 0.26 -0.07 0.02 0.12
H -0.53275 0.22379 -6.51994 0.03 0.23 -0.75 0.12
H -1.45638 -0.08159 -4.17949 0.20 0.09 -0.94 0.14
O -1.75510 1.50330 0.72612 1.17 1.48 2.48 0.00
C -1.35677 1.70493 1.97804 1.29 0.11 -1.29 -0.41
C 0.09063 2.32245 2.14643 -0.19 -0.80 0.04 -0.13
C -0.00874 3.81855 2.49278 0.58 -0.17 0.66 -0.17
C -0.40283 4.03848 3.95549 0.04 0.52 -0.28 -0.16
C -1.77534 3.54714 4.34766 -0.25 -0.04 0.47 -0.17
C -1.96231 2.05929 4.42652 0.02 -1.62 -1.34 -0.07
N -2.12178 1.47602 3.00242 -0.49 0.07 0.35 0.15
H 0.62208 1.74885 2.94418 -0.37 0.64 -0.36 0.13
H 0.72815 2.21499 1.20164 -1.15 -0.24 0.89 0.13
H 0.96446 4.30617 2.29355 -0.50 -0.20 -0.07 0.15
H -0.73288 4.30678 1.78578 0.16 0.27 0.64 0.09
H 0.35731 3.58618 4.59936 0.05 0.02 -0.08 0.14
H -0.37373 5.11006 4.14394 0.10 0.06 0.07 0.14
H -1.99537 3.88265 5.35557 0.00 0.37 0.17 0.14
H -2.54165 3.98184 3.70164 -0.11 0.00 0.05 0.14
H -1.10977 1.49498 4.85972 -0.52 0.54 0.10 0.14
H -2.90167 1.77243 4.93122 0.58 0.16 -0.16 0.15
H -3.01653 1.04958 2.74165 0.16 0.28 0.28 0.18
```
Forces are in eV/Å.

E_LUMO (alpha / beta) = -11.652 / -11.710 eV
frontier orbital gap (alpha / beta) = 2.722 / 2.675 eV
2S+1 = 1
net charge = +3

***

(2)
Formula: C2H7NO4S
Source: the Open Molecules 2025 dataset
Level of theory: wB97M-V/def2-TZVPD

The geometry in XYZ format:
```
15
Properties=species:S:1:pos:R:3:forces:R:3:lowdin_charge:R:1
C -0.21620 1.12934 -0.90202 -0.78 0.27 -1.33 -0.05
C -1.32522 1.19269 0.04757 -0.36 0.48 2.91 -0.40
O -1.49864 1.81877 1.09485 0.63 -0.50 -2.71 0.06
S -2.36217 -0.32306 0.05472 -0.39 -0.66 -0.64 0.61
O -2.69267 -0.85052 -1.23141 -0.32 0.66 0.22 -0.26
O -1.64256 -1.17094 0.95102 0.45 -0.33 0.58 -0.28
O -3.67867 0.15913 0.79299 0.23 0.01 0.30 -0.14
H -0.36952 0.50529 -1.76367 -0.88 -0.72 -0.15 0.09
H 0.13798 1.98816 -1.38713 0.17 2.02 0.08 0.08
H 0.62604 0.65438 -0.46343 0.79 -0.39 0.95 0.03
H -3.45073 0.30240 1.74130 -0.18 -0.02 -0.71 0.11
N 1.38070 -0.85781 0.20106 -0.01 -0.06 1.49 0.00
H 1.63439 -0.47541 1.14644 -0.51 -0.85 -1.25 0.07
H 0.49833 -1.41082 0.25176 1.25 0.41 0.20 0.03
H 2.16415 -1.38709 -0.14777 -0.08 -0.33 0.07 0.02
```
Forces are in eV/Å.

ΔE to the lowest compared entry with this formula, charge and spin = 0.912 eV
SMILES = CC(=O)S(=O)(=O)O.N
E_LUMO = -0.062 eV
frontier orbital gap = 10.032 eV
2S+1 = 1
net charge = 0

***

Calculated values (eV) of E for the records, taken in order: -64643.240, -22701.433.
Calculated values (eV/A) of max |F| for the records, taken in order: 4.85, 2.97.